*w*
# C4H13NO3

A cluster of 3 separate species, C4H13NO3 in total (ωB97M-V/def2-TZVPD, the OMol25 dataset).

Each line ends with the Löwdin charge.
Geometry (Å):
1 C -0.615 1.242 -1.950  -0.12
2 C -0.926 0.998 -0.451  -0.26
3 C 0.351 1.067 0.345  -0.13
4 C -0.039 0.610 1.725  -0.54
5 N -0.070 -0.714 2.067  0.15
6 O -0.426 1.334 2.654  0.01
7 H 0.325 1.682 -2.251  0.06
8 H -1.319 2.018 -2.302  0.07
9 H -0.794 0.347 -2.655  0.09
10 H -1.642 1.780 -0.172  0.12
11 H -1.554 0.066 -0.395  0.11
12 H 1.167 0.333 -0.107  0.15
13 H 0.813 2.051 0.307  0.12
14 H -0.174 -1.465 1.402  0.06
15 H -0.125 -0.896 3.058  0.11
16 H 1.140 -0.506 -2.515  0.00
17 H 1.903 -1.756 -3.120  0.06
18 O 1.834 -1.157 -2.372  -0.05
19 H 0.404 -2.147 -1.140  0.01
20 H -1.048 -1.885 -0.705  0.02
21 O -0.283 -2.434 -0.524  -0.05

The LUMO energy is 0.38 eV. The spin multiplicity is 1. The SMILES is CCCC(N)=O.O.O.

***

*x*
# C4H13NO3

A cluster of 2 separate species, C4H13NO3 in total (ωB97M-V/def2-TZVPD, the OMol25 dataset).

Each line ends with the Löwdin charge.
Geometry (Å):
1 C 2.075 0.141 0.220  -0.25
2 C -2.054 -0.724 -1.462  -0.15
3 C -1.719 -0.614 0.924  -0.14
4 C 1.955 -0.165 -1.271  -0.07
5 N -1.191 -0.289 -0.384  -0.20
6 H 3.128 0.224 0.526  0.12
7 H 1.579 -0.637 0.824  0.12
8 H -3.076 -0.326 -1.388  0.07
9 H -1.821 -1.698 0.999  0.08
10 H -1.634 -0.412 -2.415  0.07
11 H -2.110 -1.809 -1.446  0.08
12 H -2.704 -0.161 1.126  0.08
13 H -1.015 -0.278 1.686  0.06
14 H 0.912 -0.297 -1.529  0.04
15 H 2.498 -1.079 -1.491  0.08
16 H 2.377 0.648 -1.846  0.07
17 O 1.672 1.882 1.712  -0.12
18 O 1.433 1.394 0.434  -0.13
19 O 0.718 1.414 2.618  -0.01
20 H 0.007 2.076 2.611  0.10
21 H -1.031 0.711 -0.449  0.10

The LUMO energy is 0.84 eV. The spin multiplicity is 1. The SMILES is CCOOO.CNC.

***

Which structure is most stable? *w*, by 5.605 eV over the runner-up.

***

*w*
# C2H5NO2S

The molecule C2H5NO2S (ωB97M-V/def2-TZVPD, the OMol25 dataset).

Each line ends with the Löwdin charge.
Geometry (Å):
1 C 1.355 -1.334 -0.176  -0.49
2 C -0.817 0.928 0.618  -0.24
3 N 0.142 -1.034 -0.682  -0.10
4 O 1.626 -1.378 0.972  0.01
5 O -2.354 -1.057 -0.251  -0.52
6 S -1.228 -0.918 0.618  0.96
7 H 2.185 -1.660 -0.838  0.13
8 H -0.639 1.216 -0.431  0.04
9 H 0.229 0.993 1.054  0.06
10 H -1.595 1.636 1.105  0.08
11 H -0.119 -1.135 -1.607  0.07

The LUMO energy is 0.45 eV. The spin multiplicity is 1.

***

*x*
# C2H5NO2S

A cluster of 2 separate species, C2H5NO2S in total (ωB97M-V/def2-TZVPD, the OMol25 dataset).

Each line ends with the Löwdin charge.
Geometry (Å):
1 C 2.338 -0.028 -0.328  -0.55
2 C -1.052 -0.643 0.802  -0.21
3 N -0.631 -0.069 -0.491  -0.56
4 O 2.270 0.474 0.670  0.19
5 O 2.466 -0.576 -1.326  0.20
6 S -0.186 1.567 -0.567  0.75
7 H -2.217 -0.684 0.851  0.08
8 H -0.583 -1.743 0.938  0.11
9 H -0.585 0.147 1.580  0.09
10 H -0.500 -0.674 -1.277  0.06
11 H -1.321 2.228 -0.853  -0.16

The LUMO energy is 0.61 eV. The spin multiplicity is 1. The SMILES is O=C=O.CNS.

***

Which structure is most stable? *x*, by 1.067 eV over the runner-up.

***

*w*
# C2H5NO2S

The molecule C2H5NO2S (ωB97M-V/def2-TZVPD, the OMol25 dataset).

Each line ends with the Löwdin charge.
Geometry (Å):
1 C -0.300 0.359 1.063  -0.06
2 C -0.339 -0.431 -0.567  -0.47
3 N -1.705 0.668 1.238  -0.47
4 O -2.136 1.643 0.650  0.07
5 O -2.349 -0.168 1.870  0.05
6 S 1.384 -0.867 -0.939  0.67
7 H 0.321 1.238 0.739  0.11
8 H -0.071 -0.346 1.934  0.15
9 H -0.868 -1.405 -0.523  0.06
10 H -0.660 0.138 -1.410  0.04
11 H 1.822 0.365 -0.645  -0.15

The LUMO energy is -0.10 eV. The spin multiplicity is 1. The SMILES is O=[N+]([O-])CCS.

***

*x*
# C2H5NO2S

A structure of composition C2H5NO2S (ωB97M-V/def2-TZVPD, the OMol25 dataset).

Each line ends with the Löwdin charge.
Geometry (Å):
1 C -1.244 0.008 0.557  -0.30
2 C 0.169 -0.330 0.094  -0.78
3 H -2.635 0.538 -1.169  0.28
4 H -0.884 0.601 1.613  0.18
5 H -1.948 -0.872 0.729  0.13
6 H 2.050 0.486 0.255  0.14
7 H 0.252 2.409 0.021  0.27
8 N 1.054 0.606 0.308  -0.11
9 O -1.828 0.959 -0.311  -0.19
10 O 0.564 1.745 0.978  -0.12
11 S 0.772 -1.694 -0.803  0.51

The LUMO energy is -0.16 eV. The spin multiplicity is 1.

***

Which structure is most stable? *w*, by 1.083 eV over the runner-up.

***

*w*
# C3H6NO3S

A structure of composition C3H6NO3S (ωB97M-V/def2-TZVPD, the OMol25 dataset).

Each line ends with the Löwdin charge.
Geometry (Å):
1 C 0.504 0.024 0.306  -0.19
2 C -0.360 0.997 -0.298  -0.35
3 C 0.156 -1.219 -0.619  -0.41
4 N -1.236 0.094 -1.052  -0.33
5 O -2.990 1.121 0.366  -0.56
6 O -2.370 -1.220 0.855  -0.37
7 O -0.168 -2.347 -0.170  -0.13
8 S -2.724 -0.145 -0.389  0.80
9 H 1.633 0.193 0.108  0.11
10 H 0.401 -0.345 1.412  0.14
11 H -1.081 1.552 0.296  0.07
12 H 0.114 1.791 -0.872  0.10
13 H 0.677 -1.209 -1.592  0.11
14 H -1.393 -1.435 0.684  0.00

The LUMO energy is 3.91 eV. The spin multiplicity is 1. As for the net charge: -1.

***

*x*
# C3H6NO3S

A cluster of 2 separate species, C3H6NO3S in total (ωB97M-V/def2-TZVPD, the OMol25 dataset).

Each line ends with the Löwdin charge.
Geometry (Å):
1 C -1.846 -0.193 -0.440  -0.76
2 C 0.838 1.256 0.530  -0.11
3 C 0.920 -0.237 0.397  -0.90
4 N -0.672 -0.578 -0.922  0.04
5 O -2.712 0.462 -1.006  -0.03
6 O -2.080 -0.659 0.835  0.03
7 O 0.718 -1.032 1.299  -0.11
8 S 2.213 -0.696 -0.868  0.66
9 H 1.694 1.582 1.127  0.08
10 H -0.078 1.523 1.054  0.08
11 H 0.869 1.746 -0.438  0.07
12 H -0.467 -0.155 -1.823  0.05
13 H -1.245 -1.047 1.149  0.06
14 H 1.848 -1.973 -0.895  -0.16

The LUMO energy is 3.28 eV. The spin multiplicity is 1. As for the net charge: -1.

***

Which structure is most stable? *x*, by 2.823 eV over the runner-up.